Entry 1:
13
Properties=species:S:1:pos:R:3:nbo_charge:R:1 method="wB97M-V/def2-TZVPD" relative_energy_kj_mol=418.2 homo_lumo_gap_ha=0.3457 spin_multiplicity=1 e_homo_ha=-0.3295 energy_ha=-286.4724 e_lumo_ev=0.441
C -1.775 -0.698 -0.101 -0.67
C -1.244 0.712 -0.080 -0.16
C 0.006 1.076 0.081 -0.26
C 1.169 0.206 0.179 -0.04
N 2.356 0.702 -0.119 -0.05
O 3.294 -0.344 -0.134 -0.53
H -2.818 -0.771 -0.650 0.24
H -0.984 -1.524 -0.612 0.22
H -1.870 -0.993 1.080 0.23
H -2.005 1.459 -0.228 0.21
H 0.154 2.206 -0.102 0.23
H 1.020 -0.867 0.543 0.16
H 2.695 -1.164 0.145 0.43

=====

Entry 2:
8
Properties=species:S:1:pos:R:3:nbo_charge:R:1 method="wB97M-V/def2-TZVPD" relative_energy_kj_mol=11.7 homo_lumo_gap_ha=0.3866 spin_multiplicity=1 smiles="O=CO.S" e_homo_ha=-0.3577 energy_ha=-589.1635 e_lumo_ev=0.786
O 0.420 -1.687 -0.911 -0.57
C 1.151 -2.175 -1.718 0.65
O 1.202 -3.497 -2.000 -0.68
H 1.877 -1.651 -2.345 0.12
H 0.616 -3.943 -1.365 0.49
S -2.225 4.688 2.577 -0.28
H -1.964 3.384 2.532 0.14
H -1.076 4.882 3.231 0.14

=====

Entry 3:
121
Properties=species:S:1:pos:R:3:mulliken_charge:R:1 method="wB97M-V/def2-TZVPD" homo_lumo_gap_ha="0.1314 / 0.1318" charge=-2 spin_multiplicity=7 e_homo_ha="0.0057 / 0.0054" energy_ha=-4016.2115 e_lumo_ev="3.733 / 3.733"
Eu 10.969 12.084 14.479 1.07
C 7.203 8.553 12.703 -1.56
C 8.226 9.622 12.323 2.49
C 8.744 9.602 10.837 -1.66
C 7.798 10.986 12.577 -0.22
C 6.489 11.551 12.754 -1.37
C 6.718 12.909 12.977 -0.46
N 8.035 13.143 12.923 0.27
N 8.737 11.978 12.714 -0.20
B 8.733 14.474 13.104 0.12
N 9.147 14.754 14.565 0.70
C 9.589 15.833 15.296 -0.79
C 9.828 15.417 16.624 -0.80
C 9.252 14.118 16.668 -0.34
N 9.018 13.642 15.464 -0.73
C 8.960 13.287 17.892 2.22
C 7.499 12.778 17.834 -1.40
C 9.413 13.998 19.150 -1.95
N 10.016 14.409 12.183 0.13
C 10.121 14.991 10.975 -0.79
C 11.438 14.826 10.483 -1.14
C 12.114 14.145 11.554 -0.90
N 11.243 13.972 12.572 0.86
C 13.514 13.854 11.695 4.06
C 14.336 14.159 10.403 -2.61
C 14.103 14.610 12.816 -2.12
H 7.448 7.665 12.094 0.40
H 6.193 8.839 12.555 0.27
H 7.232 8.335 13.775 0.32
H 9.158 9.545 12.953 -0.49
H 7.900 9.359 10.212 0.51
H 9.603 8.883 10.806 0.32
H 9.120 10.570 10.541 0.32
H 5.564 11.043 12.616 0.43
H 5.986 13.748 13.055 0.39
H 8.052 15.389 12.684 -0.21
H 9.654 16.767 14.780 0.56
H 10.260 16.055 17.358 0.44
H 9.675 12.411 17.876 0.05
H 6.950 13.052 18.756 0.44
H 7.487 11.632 17.788 0.17
H 6.901 13.171 17.008 0.30
H 9.061 15.007 19.282 0.38
H 10.505 13.977 19.199 0.24
H 9.034 13.475 20.034 0.52
H 9.306 15.535 10.491 0.41
H 11.823 15.132 9.520 0.45
H 13.667 12.808 11.860 -0.39
H 14.217 15.198 10.075 0.52
H 14.035 13.495 9.608 0.43
H 15.393 14.047 10.651 0.29
H 13.732 15.673 12.915 0.06
H 15.210 14.532 12.964 0.13
H 13.740 14.164 13.934 1.11
C 15.016 14.013 18.458 -1.60
C 14.969 15.034 17.387 2.72
C 16.424 15.516 17.039 -1.91
C 14.259 16.248 17.867 -1.56
C 14.279 14.512 16.178 -0.38
C 13.985 14.237 15.047 -1.40
H 15.439 14.438 19.398 0.45
H 15.675 13.166 18.137 0.28
H 14.042 13.572 18.642 0.28
H 17.020 15.558 17.930 0.43
H 16.339 16.498 16.705 0.48
H 16.910 14.832 16.288 0.25
H 14.580 16.412 18.921 0.41
H 13.155 16.147 17.871 0.09
H 14.509 17.167 17.267 0.38
O 12.711 11.787 15.820 -0.95
H 13.256 12.584 15.774 0.04
H 13.599 10.247 15.730 -0.27
F 10.776 7.386 15.681 -0.21
C 9.819 8.017 16.394 0.62
F 10.139 7.689 17.695 -0.28
F 8.639 7.392 16.064 -0.28
C 9.785 9.566 16.182 0.45
O 9.443 10.233 17.160 -0.60
O 10.098 9.920 15.009 -0.53
C 12.060 10.664 12.267 -1.11
H 13.068 10.500 12.676 0.23
H 11.817 11.355 11.457 0.13
H 11.291 9.839 12.206 0.22
C 20.056 11.038 7.387 -0.40
C 19.032 10.091 7.468 -0.45
C 18.168 10.027 8.524 -0.21
C 18.455 10.890 9.621 0.04
C 19.442 11.829 9.585 -0.15
C 20.328 11.862 8.493 -0.74
P 17.297 11.022 10.987 0.44
C 18.216 10.467 12.410 -0.34
C 17.879 10.877 13.713 -0.34
C 18.787 10.764 14.766 -0.76
C 19.925 10.073 14.587 -0.19
C 20.227 9.519 13.373 -0.82
C 19.374 9.672 12.265 0.03
C 16.200 9.598 10.638 0.36
C 16.299 8.381 11.321 -0.54
C 15.400 7.340 10.949 -0.50
C 14.492 7.468 9.869 -0.69
C 14.402 8.723 9.266 -0.40
C 15.222 9.777 9.688 -0.17
H 20.571 11.070 6.438 0.36
H 18.863 9.460 6.605 0.36
H 17.342 9.249 8.628 0.15
H 19.533 12.523 10.407 0.41
H 21.004 12.705 8.374 0.32
H 16.934 11.413 13.883 0.63
H 18.606 11.268 15.721 0.42
H 20.649 9.968 15.376 0.38
H 21.223 9.086 13.283 0.29
H 19.528 9.156 11.308 0.42
H 16.848 8.288 12.193 0.48
H 15.601 6.454 11.524 0.38
H 13.886 6.602 9.562 0.35
H 13.661 8.893 8.497 0.42
H 15.203 10.733 9.136 0.40
I 14.973 8.682 17.349 -0.16
C 14.236 9.388 15.490 0.17
H 15.091 9.642 14.849 0.08
H 13.594 8.584 14.971 0.30

=====

Entry 4:
15
Properties=species:S:1:pos:R:3:nbo_charge:R:1 method="wB97M-V/def2-TZVPD" relative_energy_kj_mol=200.3 homo_lumo_gap_ha=0.3651 spin_multiplicity=1 smiles="C=COCC(=C)O" e_homo_ha=-0.3338 energy_ha=-345.7287 e_lumo_ev=0.852
C 1.058 0.882 -1.791 -0.46
C 0.327 1.467 -0.854 0.12
O -0.949 1.060 -0.563 -0.52
C -1.054 0.554 0.760 -0.12
C -0.252 -0.717 0.933 0.30
C -0.517 -1.834 0.256 -0.53
O 0.776 -0.544 1.810 -0.68
H 2.056 1.245 -2.015 0.21
H 0.674 0.032 -2.346 0.21
H 0.690 2.302 -0.249 0.17
H -2.117 0.362 0.917 0.21
H -0.714 1.300 1.492 0.19
H -1.349 -1.859 -0.441 0.22
H 0.096 -2.729 0.343 0.20
H 1.272 -1.372 1.873 0.48